ORCA calculation (wB97M-V/def2-TZVPD) on a structure of composition C41H60AsF15N4O6 at a distorted geometry.

```
127
Properties=species:S:1:pos:R:3:mulliken_charge:R:1
C -15.328 -12.082 32.703 -1.14
C -15.207 -11.668 34.191 -0.99
C -15.790 -10.282 34.545 -0.30
C -14.914 -9.078 34.115 -0.75
N -15.502 -7.695 34.618 0.27
C -17.078 -7.684 34.859 -0.75
C -17.642 -7.545 33.408 -0.62
C -16.520 -7.016 32.477 -0.57
C -15.404 -6.643 33.480 -0.94
C -14.743 -7.104 35.740 -1.06
C -14.756 -8.004 37.007 0.06
C -13.844 -7.487 38.077 -1.54
H -14.768 -13.004 32.543 0.37
H -14.986 -11.353 31.969 0.34
H -16.375 -12.377 32.627 0.29
H -14.179 -11.819 34.520 0.45
H -15.672 -12.477 34.755 0.37
H -16.061 -10.193 35.597 0.46
H -16.795 -10.186 34.135 0.26
H -14.835 -8.937 33.037 0.54
H -13.861 -9.169 34.383 0.30
H -17.205 -6.762 35.427 0.53
H -17.495 -8.514 35.429 0.38
H -18.526 -6.908 33.448 0.43
H -17.998 -8.473 32.961 0.29
H -16.964 -6.233 31.861 0.33
H -16.288 -7.827 31.787 0.37
H -15.605 -5.629 33.827 0.45
H -14.435 -6.643 32.981 0.51
H -15.204 -6.151 35.998 0.55
H -13.747 -6.928 35.335 0.47
H -14.587 -9.066 36.831 0.21
H -15.766 -7.882 37.398 0.29
H -14.062 -8.011 39.008 0.39
H -13.867 -6.407 38.221 0.37
H -12.801 -7.743 37.891 0.37
As -10.459 -8.730 28.293 2.03
F -10.171 -9.985 29.591 -0.53
F -9.683 -9.750 27.090 -0.48
F -10.714 -7.383 27.220 -0.47
F -11.239 -7.813 29.589 -0.52
F -8.872 -8.010 28.737 -0.51
F -12.106 -9.308 27.843 -0.52
N -19.157 -11.510 28.337 0.02
C -20.464 -11.235 28.638 -0.39
C -20.727 -9.863 28.281 -0.52
C -19.581 -9.431 27.589 -0.36
C -18.620 -10.446 27.686 -0.53
H -18.673 -12.371 28.545 0.20
H -21.013 -12.000 29.165 0.37
H -21.646 -9.342 28.505 0.39
H -19.400 -8.508 27.057 0.40
H -17.596 -10.355 27.354 0.41
N -10.108 -9.779 18.106 0.00
C -10.119 -9.206 19.314 -0.32
C -9.132 -9.791 20.085 -0.42
C -8.456 -10.718 19.252 -0.52
C -9.088 -10.692 18.029 -0.41
H -10.737 -9.556 17.347 0.19
H -10.849 -8.427 19.477 0.37
H -8.977 -9.464 21.102 0.40
H -7.751 -11.481 19.546 0.37
H -8.939 -11.308 17.155 0.35
N -12.597 -2.432 28.467 0.00
C -13.553 -1.541 28.008 -0.49
C -13.739 -0.648 29.001 -0.32
C -13.005 -1.059 30.167 -0.46
C -12.296 -2.179 29.766 -0.45
H -12.168 -3.223 28.009 0.21
H -13.924 -1.628 26.998 0.37
H -14.470 0.147 29.007 0.37
H -12.904 -0.460 31.059 0.38
H -11.640 -2.859 30.290 0.38
C -4.925 -2.169 23.969 -0.39
C -5.600 -1.136 23.401 -0.36
C -6.898 -1.239 23.116 -0.18
C -7.652 -2.374 23.264 -0.44
C -6.998 -3.483 23.864 -0.28
C -5.652 -3.361 24.236 -0.41
H -3.882 -2.204 24.251 0.35
H -5.079 -0.239 23.103 0.33
H -7.428 -0.350 22.806 0.30
H -8.712 -2.404 23.060 0.36
H -7.658 -4.315 24.058 0.36
H -5.319 -4.319 24.605 0.34
C -5.124 -9.646 33.652 -1.27
C -3.723 -9.776 34.148 -0.05
O -3.105 -8.542 34.490 -0.25
C -1.816 -8.509 35.016 0.33
O -1.037 -9.454 35.025 -0.50
C -1.316 -7.196 35.499 0.89
F -0.856 -6.431 34.451 -0.26
F -2.249 -6.396 35.995 -0.25
F -0.363 -7.310 36.354 -0.22
H -5.607 -10.528 33.231 0.39
H -5.198 -8.989 32.786 0.34
H -5.806 -9.198 34.375 0.30
H -3.137 -10.290 33.386 0.28
H -3.698 -10.429 35.021 0.28
C -14.193 -13.603 23.799 -1.10
C -14.737 -14.549 24.809 -0.16
O -14.597 -15.897 24.371 -0.28
C -15.487 -16.516 23.540 0.43
O -16.541 -15.973 23.168 -0.52
C -15.156 -18.008 23.145 0.79
F -14.622 -18.010 21.929 -0.25
F -14.243 -18.699 23.939 -0.24
F -16.224 -18.746 22.993 -0.22
H -14.744 -13.802 22.880 0.30
H -13.140 -13.867 23.706 0.28
H -14.251 -12.536 24.014 0.37
H -15.784 -14.266 24.923 0.29
H -14.223 -14.424 25.762 0.30
C -4.503 -11.568 24.987 -0.94
C -4.293 -10.252 25.888 -0.30
O -3.001 -9.754 25.961 -0.25
C -2.037 -10.486 26.707 0.36
O -2.271 -11.592 27.184 -0.50
C -0.580 -9.936 26.742 0.81
F 0.458 -10.714 26.363 -0.23
F -0.590 -8.838 25.992 -0.23
F -0.365 -9.593 28.052 -0.24
H -3.808 -12.257 25.466 0.28
H -4.171 -11.171 24.027 0.26
H -5.522 -11.949 24.930 0.34
H -4.750 -10.422 26.862 0.35
H -4.730 -9.402 25.365 0.28
```

Total charge   0
Energy   -6002.4280 Eh
LUMO level   -0.81 eV
Gap between HOMO and LUMO   7.1 eV
Multiplicity   1
HOMO level   -7.9 eV

---

ORCA calculation (wB97M-V/def2-TZVPD) on a structure of composition C41H60BFMoN7O2Te at a distorted geometry.

```
114
Properties=species:S:1:pos:R:3:mulliken_spin:R:1
Mo -1.104 0.147 0.041 1.75
C -3.496 0.698 2.553 0.02
C -3.613 2.111 1.942 0.01
C -4.301 3.106 2.891 0.00
C -2.251 2.595 1.594 -0.03
C -1.735 3.864 1.765 0.02
C -0.407 3.837 1.384 0.08
C 0.592 4.991 1.599 -0.01
C 0.162 5.824 2.815 0.00
C 0.645 5.795 0.324 0.00
N -0.120 2.583 0.966 0.08
N -1.279 1.834 0.986 0.09
B 1.293 2.022 0.611 -0.13
N 1.313 1.619 -0.911 0.02
N 0.578 0.384 -0.970 0.03
C 1.185 -0.471 -1.772 0.06
C 2.287 0.192 -2.354 0.00
C 2.329 1.486 -1.769 0.02
C 3.509 2.349 -2.175 0.00
C 4.855 1.572 -2.164 0.00
C 3.687 3.644 -1.393 0.00
C 1.031 -2.002 -1.821 -0.05
C 0.983 -2.459 -3.273 0.01
C 2.245 -2.637 -1.132 0.01
N 1.545 0.725 1.519 0.02
N 0.532 -0.221 1.628 -0.04
C 1.053 -1.229 2.373 0.02
C 2.370 -0.954 2.733 0.00
C 2.625 0.375 2.242 0.01
C 3.848 1.248 2.540 0.00
C 4.996 0.985 1.561 0.00
C 4.363 0.944 3.931 0.00
C 0.453 -2.460 2.913 -0.02
C -0.018 -2.199 4.368 0.00
C 1.325 -3.681 2.696 0.00
H -4.463 0.430 3.022 0.00
H -2.736 0.709 3.385 0.00
H -3.234 -0.109 1.813 0.01
H -4.230 2.024 1.038 0.00
H -3.760 3.092 3.825 0.00
H -5.334 2.735 3.061 0.00
H -4.340 4.110 2.442 0.00
H -2.306 4.725 2.132 0.00
H 1.532 4.518 1.902 0.00
H -0.695 6.423 2.530 0.00
H 1.018 6.467 3.119 0.00
H -0.147 5.218 3.641 0.00
H -0.145 6.566 0.330 0.00
H 0.545 5.194 -0.572 0.00
H 1.573 6.359 0.282 0.00
H 2.299 2.746 0.852 0.00
H 2.993 -0.303 -2.998 0.00
H 3.416 2.466 -3.253 0.00
H 5.248 1.590 -1.113 0.00
H 5.617 2.097 -2.778 0.00
H 4.730 0.547 -2.556 0.00
H 4.223 3.449 -0.490 0.00
H 2.730 4.188 -1.331 0.00
H 4.306 4.255 -2.103 0.00
H 0.064 -2.389 -1.358 0.00
H 1.938 -2.289 -3.819 0.00
H 0.137 -2.002 -3.804 0.00
H 0.758 -3.537 -3.298 0.00
H 3.155 -2.422 -1.729 0.00
H 2.120 -3.664 -1.019 0.00
H 2.387 -2.234 -0.113 0.00
H 3.008 -1.641 3.165 0.00
H 3.525 2.285 2.400 0.00
H 5.123 -0.087 1.457 0.00
H 5.933 1.389 1.891 0.00
H 4.716 1.353 0.524 0.00
H 5.073 0.138 3.882 0.00
H 3.613 0.804 4.717 0.00
H 5.051 1.695 4.344 0.00
H -0.577 -2.683 2.265 0.00
H 0.866 -1.807 4.892 0.00
H -0.348 -3.203 4.742 0.00
H -0.818 -1.476 4.358 0.00
H 1.827 -3.740 1.763 0.00
H 0.765 -4.605 2.786 0.00
H 2.163 -3.671 3.495 0.00
O -1.187 -3.718 -0.534 0.00
C -1.813 -3.094 0.308 0.04
O -1.640 -2.887 1.574 0.02
C -3.006 -2.345 -0.315 -0.03
C -3.992 -3.084 -0.955 -0.01
C -5.059 -2.461 -1.562 0.00
C -5.117 -1.052 -1.438 0.01
C -4.035 -0.358 -0.887 0.03
N -2.975 -0.986 -0.339 0.02
H -3.915 -4.188 -0.862 0.00
H -5.864 -3.045 -2.069 0.00
H -5.903 -0.572 -2.030 0.00
H -4.106 0.696 -0.782 -0.03
C -2.207 -7.965 -4.935 0.00
Te -1.839 -7.182 -2.890 0.00
C -1.980 -8.909 -1.666 0.00
H -2.742 -8.908 -5.001 0.00
H -1.219 -8.104 -5.344 0.00
H -2.731 -7.157 -5.485 0.00
H -1.235 -9.644 -2.019 0.00
H -2.948 -9.366 -1.766 0.00
H -1.755 -8.651 -0.640 0.00
F -2.771 3.027 -5.391 0.00
C -2.308 2.431 -4.275 0.02
C -2.000 1.038 -4.295 0.00
C -1.824 0.424 -3.085 0.02
C -1.798 1.105 -1.866 -0.14
C -2.136 2.439 -1.897 0.07
C -2.257 3.150 -3.088 -0.01
H -1.994 0.519 -5.238 0.00
H -1.670 -0.656 -3.128 -0.01
H -2.370 2.963 -0.984 0.01
H -2.404 4.215 -3.078 0.00
```

Total charge   +1
Energy   -2592.6746 Eh
LUMO level (alpha / beta)   -4.81 / -4.13 eV
Gap between HOMO and LUMO (alpha / beta)   4.3 / 5.0 eV
Multiplicity   3
HOMO level (alpha / beta)   -9.2 / -9.2 eV

---

ORCA calculation (wB97M-V/def2-TZVPD) on a structure of composition C41H60N4O8P2S2SiZr at a distorted geometry.

```
119
Properties=species:S:1:pos:R:3:mulliken_spin:R:1
Zr 0.026 -1.023 -0.306 0.79
N -0.334 -3.329 -1.629 0.01
C -1.399 -4.279 -1.252 0.01
C -1.284 -4.766 0.186 0.00
C -1.636 -3.751 1.267 0.01
N -0.584 -2.739 1.449 0.02
H -0.514 -2.981 -2.567 0.00
H 0.557 -3.808 -1.677 0.01
H -1.385 -5.151 -1.917 0.00
H -2.362 -3.791 -1.389 0.00
H -0.276 -5.152 0.361 0.00
H -1.959 -5.619 0.296 0.00
H -1.817 -4.288 2.205 0.00
H -2.552 -3.225 1.002 0.00
H 0.278 -3.169 1.771 -0.01
H -0.864 -2.089 2.178 0.00
C 0.542 1.446 -3.928 0.00
C -0.716 0.800 -3.472 0.03
N -0.898 -0.078 -2.496 -0.02
C -2.234 -0.413 -2.543 0.05
C -2.864 0.260 -3.548 0.00
N -1.883 1.026 -4.115 0.00
C -4.233 0.293 -4.116 0.00
O -5.107 -0.551 -3.617 0.00
O -4.480 1.059 -5.024 0.00
C -2.797 -1.305 -1.504 -0.01
O -3.951 -1.752 -1.622 0.00
O -2.000 -1.554 -0.557 0.01
H 1.368 0.741 -3.872 0.01
H 0.809 2.287 -3.290 0.00
H 0.420 1.788 -4.957 0.00
H -2.045 1.650 -4.889 0.00
H -4.690 -1.120 -2.883 0.00
O 0.614 -0.263 1.721 -0.02
C -0.351 0.558 1.693 0.04
O -0.983 0.725 0.618 -0.01
C -0.809 1.264 2.922 0.01
C 0.149 1.770 3.793 0.01
C -0.241 2.509 4.894 0.00
C -1.592 2.738 5.121 0.00
C -2.546 2.209 4.266 0.00
C -2.175 1.454 3.152 0.00
P -3.404 0.593 2.069 0.01
C -4.895 0.661 3.149 0.00
C -4.914 -0.196 4.252 0.00
C -6.021 -0.278 5.078 0.00
C -7.151 0.485 4.804 0.00
C -7.151 1.330 3.708 0.00
C -6.031 1.421 2.888 0.00
C -3.787 1.810 0.763 0.00
C -3.097 3.009 0.613 0.00
C -3.330 3.819 -0.489 0.00
C -4.262 3.450 -1.448 0.00
C -4.958 2.255 -1.308 0.00
C -4.707 1.434 -0.218 0.00
H 1.195 1.606 3.570 0.00
H 0.505 2.922 5.562 0.00
H -1.908 3.332 5.970 0.00
H -3.593 2.383 4.473 0.00
H -4.041 -0.804 4.469 0.00
H -6.006 -0.942 5.933 0.00
H -8.024 0.415 5.441 0.00
H -8.024 1.932 3.485 0.00
H -6.042 2.104 2.049 0.00
H -2.342 3.299 1.330 0.00
H -2.759 4.733 -0.600 0.00
H -4.437 4.080 -2.311 0.00
H -5.676 1.949 -2.058 0.00
H -5.215 0.478 -0.145 0.00
C 2.521 5.564 -3.130 0.00
C 2.067 5.088 -1.767 0.00
O 1.990 3.660 -1.803 0.00
P 1.963 2.845 -0.387 0.02
S 1.852 0.952 -1.019 0.05
S 0.744 3.664 0.884 0.01
O 3.463 3.106 0.157 0.00
C 4.601 2.654 -0.587 0.00
C 5.537 3.822 -0.811 0.00
H 2.736 6.633 -3.106 0.00
H 1.754 5.384 -3.884 0.00
H 3.425 5.035 -3.434 0.00
H 1.083 5.483 -1.508 0.00
H 2.762 5.405 -0.984 0.00
H 4.285 2.212 -1.533 0.00
H 5.083 1.870 -0.001 0.00
H 5.071 4.576 -1.448 0.00
H 6.455 3.483 -1.295 0.00
H 5.798 4.290 0.139 0.00
C 2.331 -4.446 0.092 0.01
Si 2.547 -2.540 -0.211 -0.05
C 3.712 -2.116 1.311 -0.01
C 2.975 -2.555 2.584 0.00
C 3.955 -0.608 1.437 0.00
C 5.080 -2.804 1.299 0.00
C 3.648 -2.620 -1.852 -0.01
C 4.453 -1.335 -2.069 0.00
C 4.624 -3.799 -1.949 0.00
C 2.682 -2.749 -3.039 0.00
H 3.292 -4.907 0.335 0.00
H 1.945 -4.990 -0.778 0.00
H 1.661 -4.672 0.924 0.00
H 2.021 -2.031 2.687 0.00
H 3.576 -2.306 3.469 0.00
H 2.795 -3.634 2.612 0.00
H 3.025 -0.052 1.544 0.00
H 4.470 -0.208 0.562 0.00
H 4.582 -0.406 2.317 0.00
H 5.012 -3.888 1.178 0.00
H 5.600 -2.611 2.248 0.00
H 5.716 -2.417 0.501 0.00
H 5.189 -1.178 -1.277 0.00
H 3.814 -0.451 -2.100 0.01
H 5.002 -1.393 -3.019 0.00
H 5.452 -3.715 -1.246 0.00
H 5.058 -3.837 -2.958 0.00
H 4.136 -4.761 -1.773 0.00
H 1.932 -1.951 -3.033 0.02
H 2.163 -3.715 -3.041 0.01
H 3.234 -2.692 -3.988 0.00
```

Total charge   -1
Energy   -4235.3402 Eh
LUMO level (alpha / beta)   2.39 / 2.39 eV
Gap between HOMO and LUMO (alpha / beta)   5.3 / 6.7 eV
ΔE to the lowest compared entry with this formula, charge and spin   0.00 kJ/mol
Multiplicity   2
HOMO level (alpha / beta)   -2.9 / -4.3 eV

---

ORCA calculation (wB97M-V/def2-TZVPD) on a cluster of 9 separate species, C41H60N9O in total.

```
111
Properties=species:S:1:pos:R:3:mulliken_charge:R:1
C 3.055 -2.586 2.137 -1.13
C 3.644 -1.680 1.037 0.04
C 3.955 -0.258 1.500 -0.74
O 2.869 0.630 1.297 -0.38
C 2.103 0.985 2.421 -0.84
C 0.628 0.517 2.318 1.83
C 0.200 -0.488 3.412 -0.54
C -0.248 -1.858 2.920 -0.62
N -1.222 -1.794 1.759 0.23
C -1.059 -0.614 0.819 -0.76
C 0.317 0.002 0.909 -0.30
H 2.612 -1.985 2.943 0.27
H 3.820 -3.211 2.599 0.48
H 2.279 -3.252 1.746 0.22
H 2.955 -1.633 0.188 0.07
H 4.561 -2.133 0.650 0.41
H 4.802 0.142 0.935 0.39
H 4.249 -0.259 2.557 0.31
H 2.112 2.076 2.498 0.20
H 2.558 0.598 3.340 0.35
H 0.011 1.411 2.463 -0.44
H -0.575 -0.057 4.052 0.06
H 1.047 -0.689 4.077 0.57
H 0.585 -2.497 2.615 -0.34
H -0.775 -2.374 3.728 0.56
H -1.092 -2.640 1.208 0.49
H -2.180 -1.840 2.104 0.15
H -1.217 -0.997 -0.193 0.37
H -1.871 0.089 1.017 0.27
H 1.067 -0.699 0.536 -0.39
H 0.290 0.861 0.232 0.23
N -2.400 1.748 -1.732 0.28
C -3.320 1.185 -2.581 -0.61
C -2.684 0.924 -3.764 -0.72
C -1.331 1.345 -3.630 -0.41
C -1.186 1.848 -2.368 -0.69
H -2.591 2.044 -0.793 0.13
H -4.339 1.025 -2.272 0.45
H -3.139 0.485 -4.636 0.43
H -0.555 1.290 -4.375 0.52
H -0.329 2.270 -1.869 0.59
N 5.873 -2.558 -3.299 0.02
C 6.733 -3.477 -2.765 -0.51
C 6.017 -4.281 -1.920 -0.46
C 4.670 -3.826 -1.946 -0.33
C 4.613 -2.761 -2.806 -0.58
H 6.128 -1.846 -3.957 0.19
H 7.775 -3.486 -3.035 0.39
H 6.412 -5.107 -1.353 0.39
H 3.839 -4.240 -1.400 0.47
H 3.789 -2.138 -3.111 0.43
N 2.589 3.561 -5.813 0.13
C 2.924 2.895 -4.668 -0.64
C 2.046 3.280 -3.689 -0.38
C 1.145 4.214 -4.270 -0.58
C 1.507 4.364 -5.582 -0.45
H 3.059 3.462 -6.694 0.17
H 3.753 2.208 -4.645 0.43
H 2.051 2.930 -2.669 0.53
H 0.325 4.714 -3.783 0.40
H 1.087 4.970 -6.366 0.39
N 3.997 2.650 -9.576 0.00
C 3.233 2.348 -10.671 -0.51
C 2.821 1.048 -10.549 -0.40
C 3.359 0.543 -9.335 -0.40
C 4.079 1.553 -8.757 -0.57
H 4.442 3.534 -9.412 0.22
H 3.051 3.078 -11.440 0.38
H 2.207 0.515 -11.256 0.39
H 3.235 -0.450 -8.936 0.40
H 4.648 1.583 -7.843 0.49
N -3.607 4.171 0.331 0.05
C -3.292 3.396 1.416 -0.15
C -4.154 3.729 2.430 -0.70
C -5.009 4.750 1.940 -0.54
C -4.648 4.999 0.643 -0.60
H -3.142 4.148 -0.560 0.20
H -2.486 2.680 1.382 0.44
H -4.172 3.290 3.414 0.45
H -5.802 5.242 2.477 0.42
H -5.047 5.686 -0.083 0.39
N -1.479 2.930 5.213 0.09
C -0.451 2.278 5.842 -0.83
C 0.723 2.730 5.300 -0.30
C 0.388 3.696 4.310 -0.54
C -0.977 3.796 4.280 -0.71
H -2.453 2.810 5.421 0.24
H -0.639 1.572 6.633 0.46
H 1.712 2.426 5.601 0.52
H 1.073 4.266 3.703 0.52
H -1.632 4.414 3.690 0.58
N -3.345 -2.454 7.255 0.06
C -3.891 -3.617 6.788 -0.60
C -3.958 -3.533 5.424 -0.49
C -3.447 -2.259 5.059 -0.33
C -3.071 -1.616 6.212 -0.85
H -3.187 -2.240 8.223 0.19
H -4.187 -4.402 7.462 0.39
H -4.359 -4.284 4.762 0.50
H -3.390 -1.848 4.062 0.63
H -2.652 -0.639 6.378 0.49
N -3.868 -5.601 2.003 0.05
C -5.002 -6.365 2.005 -0.56
C -5.951 -5.709 1.267 -0.38
C -5.370 -4.502 0.798 -0.51
C -4.085 -4.465 1.269 -0.36
H -3.012 -5.838 2.469 0.20
H -5.038 -7.305 2.528 0.39
H -6.953 -6.057 1.081 0.43
H -5.840 -3.753 0.184 0.41
H -3.308 -3.731 1.134 0.32
```

Total charge   +1
Energy   -2166.0068 Eh
LUMO level   -2.63 eV
Gap between HOMO and LUMO   7.2 eV
Multiplicity   1
HOMO level   -9.8 eV